[1]
10
Properties=species:S:1:pos:R:3 method="wB97M-V/def2-TZVPD" e_above_lowest_kj_mol=123.1 orbital_gap_ev=9.85 e_homo_ha=-0.335 smiles=CN.O lumo_energy_ev=0.73
C 0.7461 -1.5624 1.0778
H -0.6809 -0.1235 2.0231
H 0.0007 0.1064 0.5081
H 1.1524 -1.3908 0.0263
H 1.6344 -1.3523 1.8149
H 0.4614 -2.4750 1.4380
H -0.0250 2.5301 -1.3911
H -1.3237 1.7656 -1.7453
N -0.3359 -0.6883 1.0808
O -0.4180 1.8915 -2.0883

=====

[2]
55
Properties=species:S:1:pos:R:3 method="wB97M-V/def2-TZVPD" orbital_gap_ev=5.22 e_homo_ha=-0.641 lumo_energy_ev=-12.21 total_charge=+3
Sn -3.6520 1.2123 1.3327
Sn 1.5566 3.2367 0.4613
C -0.3575 -0.5601 -1.0564
F 0.7546 -1.3671 -0.9532
F -0.2868 -0.0127 -2.2230
F -1.3955 -1.3502 -1.0399
S -0.4973 0.8020 0.3506
O 0.1551 0.1943 1.5388
O 0.2501 1.9843 -0.1096
O -1.9396 1.0067 0.5230
C -4.1393 -2.8940 -0.0185
C -4.0429 -1.4359 -0.4403
O -4.7307 -0.6443 0.5515
H -3.6710 -3.4587 -0.8246
H -5.1538 -3.2917 -0.0448
H -3.6910 -3.2068 0.9245
H -4.5004 -1.2168 -1.4051
H -3.0121 -1.0997 -0.5521
H -5.6849 -0.5409 0.5346
C 2.2006 0.1740 -2.5448
C 3.3771 -0.0012 -1.5989
O 3.4738 1.1253 -0.7341
H 2.0932 -0.6504 -3.2497
H 2.2657 1.0977 -3.1199
H 1.3699 0.4421 -1.8921
H 4.3003 -0.2010 -2.1429
H 3.2019 -0.8285 -0.9111
H 4.2579 0.9241 -0.2181
C 0.7175 -3.5944 0.8128
C 0.3569 -2.3561 1.6259
O 1.2657 -1.3333 1.2705
H 1.0622 -3.3434 -0.1904
H -0.1368 -4.2710 0.7949
H 1.5680 -4.1076 1.2615
H 0.5114 -2.3678 2.7049
H -0.7116 -2.1690 1.5187
H 0.8398 -0.4730 1.2827
C 2.2916 0.2654 3.6666
C 2.7883 0.6090 2.2982
O 1.8109 1.3008 1.5403
H 2.0744 1.1275 4.2971
H 2.9860 -0.3590 4.2288
H 1.3258 -0.2394 3.6471
H 3.0674 -0.3873 1.9553
H 3.6924 1.2028 2.4329
H 0.9223 0.9385 1.5147
C -1.8835 3.1471 -2.0136
C -0.3821 3.1177 -2.1185
O 0.1296 3.9017 -1.0287
H -2.1860 2.6923 -2.9569
H -2.1586 4.1990 -2.0903
H -2.2719 2.6316 -1.1352
H -0.0230 3.5783 -3.0388
H -0.0679 2.0758 -2.0567
H -0.0909 4.7744 -1.3623

=====

[3]
64
Properties=species:S:1:pos:R:3 method="wB97M-V/def2-TZVPD" orbital_gap_ev="6.00 / 6.00" e_homo_ha="-0.247 / -0.247" lumo_energy_ev="-0.72 / -0.72"
Pt 0.8473 -2.2185 0.0349
C 5.0248 10.2103 0.0125
O 5.9196 9.1453 -0.2016
C 5.4649 7.8731 -0.0240
C 4.2469 7.5398 0.5657
C 3.8762 6.2208 0.6935
C 4.6939 5.1836 0.2083
C 5.9176 5.5320 -0.4047
C 6.2937 6.8462 -0.4974
N 4.2522 3.9279 0.3646
N 4.8321 2.8546 0.0375
C 4.3090 1.6519 -0.0915
C 5.1756 0.5349 -0.1893
C 4.7180 -0.7547 -0.2134
C 3.3365 -1.0350 -0.1268
O 2.8425 -2.2360 -0.0849
C 2.4433 0.0685 -0.0963
N 1.1172 -0.2582 -0.0434
C 0.2217 0.7198 -0.0316
C 0.5764 2.0606 -0.0703
C 1.9162 2.4162 -0.1110
C 2.8835 1.4153 -0.1122
H 5.5335 11.1028 -0.3510
H 4.7845 10.3425 1.0723
H 4.0975 10.0650 -0.5499
H 3.5834 8.3054 0.9349
H 2.9314 5.9645 1.1469
H 6.5528 4.7452 -0.7837
H 7.2320 7.1235 -0.9520
H 6.2367 0.7310 -0.2286
H 5.3990 -1.5877 -0.2791
H -0.8183 0.4280 0.0128
H -0.1900 2.8201 -0.0706
H 2.2091 3.4570 -0.1420
C -5.1025 -6.6910 -1.2618
C -4.9134 -6.2180 0.1820
C -6.2225 -5.7942 0.8455
C -6.7874 -4.5520 0.1708
C -5.7449 -3.4743 0.1184
C -6.1222 -2.1475 0.0428
C -5.1585 -1.1490 0.0038
F -5.5590 0.1341 -0.0729
C -3.8201 -1.4415 0.0496
C -3.4082 -2.7772 0.1180
C -1.9819 -3.0786 0.1408
O -1.1720 -2.1033 0.1158
C -1.6481 -4.4613 0.1889
C -2.6473 -5.3920 0.2252
N -3.9604 -5.1135 0.2157
C -4.3755 -3.8053 0.1493
C -0.2224 -5.0312 0.1885
O -0.1242 -6.2472 0.2359
O 0.7635 -4.2308 0.1302
H -5.8397 -7.4899 -1.2963
H -4.1621 -7.0699 -1.6581
H -5.4363 -5.8754 -1.8992
H -4.4752 -7.0398 0.7609
H -6.0285 -5.5798 1.8983
H -6.9372 -6.6163 0.7999
H -7.6604 -4.1950 0.7181
H -7.1207 -4.7899 -0.8433
H -7.1651 -1.8767 0.0121
H -3.0801 -0.6611 0.0295
H -2.3475 -6.4305 0.2650

=====

[4]
11
Properties=species:S:1:pos:R:3 method="wB97M-V/def2-TZVPD" e_above_lowest_kj_mol=61.4 orbital_gap_ev=10.03 e_homo_ha=-0.339 smiles="CSC(C)=O" lumo_energy_ev=0.81
C -1.5555 1.4053 -0.0159
C 0.3912 -0.7283 0.3011
C 1.7838 -1.0570 0.0860
H -2.2074 1.1518 -0.8999
H -2.0256 0.8658 0.7838
H -1.5313 2.4161 0.1029
H 2.2796 -0.1831 -0.3711
H 2.2191 -1.3950 1.1197
H 1.7074 -1.9310 -0.5836
O -0.4532 -1.3694 0.9454
S -0.0333 0.7694 -0.6214

=====

[5]
95
Properties=species:S:1:pos:R:3 method="wB97M-V/def2-TZVPD" orbital_gap_ev=1.62 e_homo_ha=-0.383 lumo_energy_ev=-8.81
Be -6.5013 0.3784 -0.6675
B -11.2836 -4.1910 0.1734
F -11.4973 -4.7587 1.4253
F -11.5359 -5.1603 -0.7488
F -12.1720 -3.1523 0.0034
F -10.0129 -3.7018 0.1185
C -0.4097 -1.2930 2.0843
F -0.0659 0.0131 2.1140
F 0.6588 -2.0606 2.3699
F -1.3712 -1.5875 2.9749
S -1.0865 -1.6184 0.3202
O -0.1638 -2.5099 -0.4081
O -2.4052 -2.1467 0.5126
N -1.4302 -0.0281 -0.3438
S -0.0867 0.1856 -1.0700
O 1.1285 0.1390 -0.2131
O -0.0606 -0.5075 -2.3947
C -0.2522 2.0924 -1.5883
F -0.3681 2.9241 -0.5473
F 0.8801 2.4821 -2.2313
F -1.3203 2.2041 -2.3785
C 6.6210 7.8596 -1.5053
C 6.0179 7.1112 -0.3910
N 5.4871 6.5082 0.4836
H 6.1134 8.8188 -1.6082
H 6.3847 7.3823 -2.4563
H 7.6824 7.8961 -1.2600
C -1.8755 4.9779 4.3780
C -2.9448 4.7246 3.4537
N -3.7860 4.5646 2.6888
H -1.8099 4.1733 5.1105
H -2.0422 5.9686 4.8008
H -0.9671 4.9813 3.7757
C 3.6442 -6.0263 -5.0291
C 2.7016 -6.9655 -5.5900
N 1.9933 -7.7630 -6.0596
H 4.1729 -6.3899 -4.1480
H 3.2000 -5.0413 -4.8861
H 4.2994 -5.7610 -5.8589
C 5.7045 1.0662 5.8067
C 6.5015 1.3837 6.9804
N 7.1227 1.6154 7.9387
H 6.2136 1.5228 4.9580
H 4.7535 1.5738 5.9684
H 5.6640 -0.0149 5.6735
C 0.0225 -9.8778 0.2235
C 1.3975 -10.0107 -0.1696
N 2.4806 -10.0928 -0.4477
H -0.5026 -9.6498 -0.7041
H -0.1506 -9.0836 0.9497
H -0.3472 -10.8076 0.6558
C 0.6293 -5.5663 11.0505
C -0.2443 -4.4151 10.8436
N -0.9364 -3.4596 10.6996
H 0.1647 -6.4882 10.7009
H 0.8577 -5.6730 12.1110
H 1.5636 -5.3348 10.5391
C -3.9579 0.2380 -8.7630
C -4.5652 -0.2943 -7.5247
N -4.9608 -0.7550 -6.5615
H -4.6638 0.6553 -9.4810
H -3.4095 -0.5220 -9.3196
H -3.1959 0.9401 -8.4245
Cl -6.0050 -7.0086 8.4745
C -6.7660 -6.2051 7.0973
C -6.3482 -6.7352 5.7569
Cl -6.7415 -8.4224 5.6373
H -6.5340 -5.1417 7.1546
H -7.8540 -6.2108 7.1631
H -5.2839 -6.5421 5.6226
H -6.8820 -6.2368 4.9477
Cl 10.0673 -0.6919 1.5720
C 9.0742 -0.7642 0.0395
C 8.6662 -2.1760 -0.4825
Cl 7.5913 -2.9799 0.6434
H 9.7091 -0.2258 -0.6641
H 8.1590 -0.1895 0.1814
H 9.5374 -2.8139 -0.6318
H 8.1459 -1.9719 -1.4183
Cl -2.8273 10.8494 -2.2482
C -3.8779 10.4578 -0.9328
C -4.6011 11.7434 -0.6504
Cl -5.7008 11.4969 0.6870
H -3.1637 10.2261 -0.1426
H -4.6283 9.6989 -1.1546
H -5.1702 12.0888 -1.5135
H -3.9332 12.5676 -0.4000
Cl 1.5195 6.3397 -9.2254
C 2.8774 5.2808 -9.7606
C 3.1651 5.3742 -11.2192
Cl 3.4056 7.0554 -11.7108
H 2.5500 4.2667 -9.5314
H 3.7787 5.4255 -9.1649
H 2.3267 4.9664 -11.7840
H 4.0661 4.8058 -11.4502

=====

[6]
14
Properties=species:S:1:pos:R:3 method="wB97M-V/def2-TZVPD" e_above_lowest_kj_mol=507.9 orbital_gap_ev=7.83 e_homo_ha=-0.276 lumo_energy_ev=0.31
N 1.7601 0.7454 1.6312
C 0.6996 0.3231 0.9496
O -0.4427 0.8213 1.1350
C 0.4592 -0.8543 0.0861
C -1.0513 -0.4719 0.2666
C -1.4842 0.2180 -2.0338
O -1.3663 -0.8341 -2.6311
H 1.6009 1.4735 2.3146
H 2.6934 0.5890 1.2871
H 0.8784 -1.7672 0.5283
H 0.7727 -0.7941 -0.9631
H -1.4360 -1.0481 1.1257
H -0.6381 0.9478 -1.9855
H -2.4456 0.6516 -1.7107

=====

[7]
21
Properties=species:S:1:pos:R:3 method="wB97M-V/def2-TZVPD" e_above_lowest_kj_mol=0.0 orbital_gap_ev=9.13 e_homo_ha=-0.302 smiles="CN=P(N)(NC)NC" lumo_energy_ev=0.92
C 0.2215 2.3669 -1.2678
C 1.5370 -1.6810 1.2201
C -1.9093 0.2015 1.5347
N -0.0964 0.9735 -1.4527
N -0.1037 -1.6452 -1.3359
N 1.4468 -0.4900 0.4388
N -1.3175 -0.5770 0.5530
P 0.0249 -0.2187 -0.4574
H 0.5976 2.7792 -2.2001
H 0.9284 2.5456 -0.4325
H -0.6312 2.8496 -0.8046
H 2.3081 -2.4923 0.9742
H 1.7940 -1.4510 2.2212
H 0.5390 -2.0312 1.2527
H -1.7576 1.2980 1.1963
H -2.9787 -0.1124 1.6288
H -1.4215 0.2149 2.4109
H 0.7949 -2.0369 -1.5243
H -0.4899 -1.3227 -2.2056
H 2.2211 -0.0671 -0.0459
H -1.4586 -1.5361 0.6498

=====

[8]
25
Properties=species:S:1:pos:R:3 method="wB97M-V/def2-TZVPD" e_above_lowest_kj_mol=269.4 orbital_gap_ev=9.29 e_homo_ha=-0.307 smiles=CCCN(C)CC.O lumo_energy_ev=0.95
C -0.9443 0.2701 1.1981
C -1.2743 1.2223 2.3119
C 0.5386 -0.3302 1.0352
N 0.7749 -0.8743 -0.2225
C 0.6989 -0.1425 -1.4612
C 0.7373 -1.0778 -2.6919
C 2.1438 -1.6568 -0.1118
H -1.0334 0.8619 0.3149
H -1.7010 -0.5773 1.1660
H -0.4088 2.0169 2.4173
H -1.3786 0.9348 3.3239
H -2.0927 1.7910 2.0316
H 0.5698 -1.1514 1.7358
H 1.3111 0.5006 1.4506
H -0.1620 0.4928 -1.4309
H 1.5543 0.5677 -1.5680
H 1.4076 -1.9787 -2.6497
H 0.9164 -0.4646 -3.6840
H -0.1690 -1.5881 -2.5935
H 2.2522 -1.9334 0.9563
H 2.2334 -2.4244 -0.7735
H 3.0050 -0.8098 -0.4362
H -3.0791 2.5136 0.5761
H -3.0200 1.4761 -0.5984
O -2.8802 2.3616 -0.2963